Here is a single C31H32N2O6 molecule in a non-equilibrium geometry from the OMol25 dataset. Energies are from the ωB97M-V functional and the def2-TZVPD basis.

Properties
HOMO: -0.2791 Ha
SMILES: COc1cc(OC)c2ccc(=O)oc2c1[C@H](CCN1CCN(c2ccccc2)CC1)c1ccc2c(c1)OCO2
LUMO: 0.22 eV
ΔE to the lowest compared entry with this formula, charge and spin: 0.00 kJ/mol
Max |F|: 1.3 eV/A
Multiplicity: 1

Last column: Mulliken charge in e.
Element x y z (Å)
H: 1.326 4.910 0.154  0.4866
H: -3.275 0.545 1.843  0.4840
O: 1.882 1.388 1.566  -0.2758
C: 6.899 -2.077 0.144  -0.2717
H: -0.034 -0.098 -4.175  0.3988
O: 0.222 4.180 -1.875  -0.5158
C: 4.741 -1.586 0.325  0.4460
H: 7.419 -2.760 0.836  0.2461
H: 0.527 -2.246 1.968  0.5698
C: -7.319 -0.104 1.168  -0.8247
H: 0.303 -1.652 -0.287  0.7967
H: -9.032 -1.393 1.190  0.3852
H: 3.931 -3.686 -2.212  0.4174
H: 0.154 3.917 -3.934  0.3226
C: -8.012 -1.261 0.864  -0.4733
H: -4.065 1.327 -0.423  0.6351
C: -5.348 -0.920 0.023  0.9226
C: 0.630 -1.179 1.760  -1.3223
H: 1.415 -0.794 2.406  0.5214
C: 0.020 1.774 -2.093  -0.3040
N: -1.632 -0.516 1.013  0.9505
O: 5.970 -1.296 0.861  -0.5002
H: -0.456 5.448 -3.262  0.2638
C: 0.238 0.511 -1.536  0.4550
H: -0.459 1.856 -3.053  0.6575
H: -0.871 -1.606 -3.745  0.2876
C: 3.814 -2.970 -1.415  -1.3801
C: -0.415 4.370 -3.116  -0.9262
C: -0.704 -0.571 -3.450  -1.0783
H: -2.642 0.562 -1.149  -0.0826
O: -0.123 -0.634 -2.169  -0.3885
C: -6.009 0.067 0.760  -0.4053
C: -0.672 -0.442 2.097  -1.8042
H: -2.027 1.523 1.020  0.5046
C: 2.318 2.447 2.319  0.0625
H: -3.044 -1.898 1.789  0.3678
C: 3.512 -1.090 0.682  -1.1535
C: 2.565 -2.469 -1.056  -0.2959
C: 0.408 2.916 -1.420  0.7648
H: -1.084 -0.840 3.041  0.4796
H: 3.425 -0.375 1.480  0.5851
C: 2.399 -1.550 -0.029  -0.1770
H: 2.448 4.597 2.365  0.4760
H: -0.448 0.613 2.262  0.4956
C: 2.100 3.769 1.769  -0.5683
C: -7.374 -2.246 0.128  -0.6639
C: 1.049 2.798 -0.171  0.5495
H: -5.613 -2.852 -0.889  0.4296
H: -5.503 0.980 1.036  0.2298
H: 1.697 -2.809 -1.600  0.5358
H: -7.902 -3.152 -0.132  0.3647
C: -3.113 -1.853 -0.374  -0.8528
C: 4.896 -2.513 -0.706  0.9829
H: -3.623 -2.811 -0.444  0.4713
O: 6.224 -2.829 -0.841  -0.4979
H: -1.612 -2.594 0.988  0.5761
H: -1.434 3.969 -3.111  0.3376
C: 0.841 0.360 -0.281  0.2190
H: 7.641 -1.420 -0.338  0.2518
C: -6.071 -2.079 -0.291  -0.1936
C: 1.494 3.931 0.576  -1.0290
H: -1.665 -0.045 -3.439  0.3370
C: -3.364 0.498 -0.328  -0.9575
C: -2.336 -1.780 0.946  -0.9910
C: 1.262 1.518 0.372  0.1682
O: 2.844 2.198 3.376  -0.6360
N: -4.060 -0.761 -0.473  0.1112
H: -7.797 0.678 1.741  0.3634
C: 1.007 -1.038 0.276  0.3242
C: -2.578 0.580 0.985  -0.7098
H: -2.403 -1.765 -1.202  0.0450


Here is a single C31H32N2O6 molecule in a non-equilibrium geometry from the OMol25 dataset. Energies are from the ωB97M-V functional and the def2-TZVPD basis.

Properties
HOMO: -0.2764 Ha
SMILES: COc1cc(OC)c2ccc(=O)oc2c1[C@H](CCN1CCN(c2ccccc2)CC1)c1ccc2c(c1)OCO2
LUMO: 0.26 eV
ΔE to the lowest compared entry with this formula, charge and spin: 1.41 kJ/mol
Max |F|: 1.3 eV/A
Multiplicity: 1

Last column: Mulliken charge in e.
Element x y z (Å)
H: 3.786 -1.899 0.918  0.4216
H: -0.543 -4.826 -2.104  0.3414
C: -6.281 2.477 -0.993  -0.6852
O: 2.406 2.593 -2.569  -0.6473
H: 0.418 -3.723 3.344  0.3041
H: 8.266 2.421 0.353  0.2456
C: -7.069 2.229 0.119  -0.4689
C: -2.880 -0.672 0.543  -0.7348
O: -0.585 -2.836 -2.695  -0.5141
H: -2.521 1.900 -1.518  0.4306
C: 3.524 0.215 0.986  -0.6835
H: -3.722 -1.270 0.894  0.5942
H: -0.038 0.368 3.031  0.4945
C: 1.227 0.779 -3.524  -0.7277
H: 2.076 -0.572 2.324  0.9570
C: 0.645 -0.973 -1.979  -0.0491
C: 1.349 -0.730 0.351  0.3841
C: -0.065 1.124 2.242  -2.0046
H: -2.050 -3.940 -1.724  0.2905
O: 6.224 2.574 0.133  -0.5139
H: 7.657 2.388 -1.336  0.2614
H: -2.749 0.572 2.315  0.5400
H: -2.205 -1.322 -0.026  -0.1119
C: 4.261 -0.942 0.760  -0.4828
C: 1.292 -0.257 -0.958  0.3719
C: -5.051 1.869 -1.134  -0.1493
C: 0.034 -2.205 -1.666  1.0638
H: -4.476 2.060 -2.027  0.4335
H: 1.914 1.870 2.542  0.5882
C: 0.222 -3.606 2.279  -1.0549
N: -3.341 0.351 -0.366  0.1191
O: 0.826 -2.389 1.915  -0.4290
C: 5.585 -0.916 0.334  -1.2904
H: -0.860 -3.586 2.113  0.3557
C: 5.426 1.487 0.377  0.5042
H: -5.039 0.087 1.740  0.2140
C: -5.367 0.749 0.954  -0.4280
H: -0.454 2.058 2.685  0.4006
H: -8.031 2.705 0.229  0.3900
C: 6.151 0.321 0.145  0.9315
H: -2.030 2.425 0.838  0.5132
H: 1.352 2.002 0.871  0.2180
H: -1.564 0.409 -1.421  -0.0803
H: 3.588 2.387 0.943  0.4951
C: 4.117 1.464 0.794  -0.6327
O: 1.875 0.933 -1.217  -0.0055
O: 7.422 0.645 -0.262  -0.5046
H: -0.529 2.217 -0.098  0.5541
C: 0.089 -2.682 -0.370  -0.7562
H: -6.632 3.146 -1.765  0.3656
C: -2.090 -0.084 1.716  -1.0234
C: -1.240 -4.057 -2.451  -0.9353
C: 2.081 0.047 1.422  0.5764
H: -7.201 1.146 1.959  0.3614
C: -2.201 1.097 -0.858  -0.7174
C: -4.555 0.995 -0.158  0.9555
C: 0.742 -1.957 0.630  0.4307
H: 6.143 -1.820 0.159  0.4297
C: 0.637 -0.410 -3.292  -0.8067
C: 1.363 1.361 1.749  -0.8677
C: 7.460 2.056 -0.303  -0.2853
H: -0.375 -3.623 -0.129  0.6875
H: -1.660 -4.361 -3.409  0.2813
C: -6.602 1.355 1.084  -0.8101
H: 0.145 -0.964 -4.077  0.5097
N: -0.946 0.638 1.194  1.0613
H: 0.659 -4.454 1.741  0.3278
H: -1.730 -0.891 2.359  0.5039
H: 1.243 1.241 -4.497  0.4788
C: 1.877 1.514 -2.457  0.2067
C: -1.396 1.691 0.303  -1.1939


Here is 2 unconnected molecules or ions with the total composition C31H32N2O7S in a non-equilibrium geometry from the OMol25 dataset. Energies are from the ωB97M-V functional and the def2-TZVPD basis.

Properties
HOMO: -0.2085 Ha
LUMO: -1.58 eV
ΔE to the lowest compared entry with this formula, charge and spin: 0.00 kJ/mol
Max |F|: 4.3 eV/A
Multiplicity: 1

Last column: Mulliken charge in e.
Element x y z (Å)
C: 0.776 -1.483 0.270  -0.3631
C: 1.047 3.433 -7.739  -0.4071
H: -0.176 4.080 2.132  0.2703
C: -0.185 3.580 -7.110  -0.4854
H: -2.215 -4.282 2.963  0.2713
O: -2.022 -2.344 3.579  -0.4129
C: -0.344 1.378 -1.495  0.6752
H: 3.825 -5.387 -3.422  0.3751
C: 0.579 -0.148 4.772  -0.2555
H: 2.883 2.306 -7.779  0.3522
C: -0.526 2.791 -6.006  -0.3366
C: 1.296 -3.152 -1.433  0.3471
C: 3.429 -3.426 -2.596  -0.7076
N: 1.713 -1.018 3.090  0.2205
H: 1.182 3.055 1.699  0.1910
C: 0.464 -0.750 2.626  -0.2149
H: 1.669 -6.356 -2.606  0.3611
C: -3.966 -0.848 3.798  -0.7824
C: -2.585 -1.118 3.705  0.7488
C: 0.385 3.683 1.282  -1.1039
C: -1.390 3.384 4.819  -1.1183
H: -0.420 3.853 4.985  0.2734
O: -1.316 0.728 -1.089  -0.6987
H: 1.352 1.874 -2.773  0.4600
H: 2.299 0.885 -5.848  0.3369
C: -3.492 1.521 4.147  -0.6951
C: 0.482 1.224 -2.707  -0.9594
O: -1.560 0.794 -4.187  -0.7279
H: 4.399 -3.017 -2.886  0.3702
O: -1.110 2.148 4.126  -0.1286
H: -2.023 4.039 4.206  0.3618
H: 2.509 -2.576 1.914  0.3579
H: -1.373 3.455 0.038  0.3221
C: -0.520 2.864 0.389  0.0789
H: 0.839 4.530 0.757  0.4031
H: 0.070 -4.925 -1.328  0.3709
H: 1.301 4.046 -8.599  0.3642
C: 1.937 2.470 -7.274  -0.4901
C: 2.527 -2.623 -1.880  -0.1301
N: -0.265 -0.285 3.669  0.9025
C: -2.121 1.244 4.003  0.1290
C: -0.136 -1.075 1.347  0.4199
H: 1.735 -0.978 0.193  0.5522
H: -0.723 -2.568 -0.743  0.5592
C: 1.795 -0.603 4.414  -0.9980
H: -0.896 1.982 0.910  0.0162
H: 0.244 0.251 5.712  0.5721
O: 0.482 -0.604 -4.674  -0.6732
C: 1.616 1.670 -6.173  -0.3650
S: -0.119 0.642 -4.247  1.3252
H: 3.587 -1.908 3.136  0.3757
H: -3.163 -3.115 2.003  0.4098
H: -3.832 2.545 4.318  0.4071
C: 3.108 -4.758 -2.888  -0.3440
C: 0.389 1.844 -5.518  0.1012
O: -1.372 -1.106 1.196  -0.5671
C: 0.353 -2.357 -0.669  -0.1876
H: 2.769 -1.577 -1.672  0.2985
H: -1.880 3.190 5.782  0.4521
H: -1.509 2.892 -5.545  0.3989
H: -4.690 -1.658 3.730  0.3014
C: -1.692 -0.049 3.734  0.7879
C: -4.391 0.468 4.006  -1.1095
C: 2.819 -1.654 2.404  -0.8601
C: 1.000 -4.508 -1.721  -0.3192
H: -3.721 -3.603 3.645  0.3461
C: -2.847 -3.397 3.015  -0.9688
H: -0.901 4.299 -7.498  0.3452
H: -5.460 0.669 4.098  0.3681
H: 2.690 -0.681 5.009  0.4535
C: 1.896 -5.302 -2.437  -0.5935
H: 3.279 -0.985 1.675  0.3188
O: 0.215 2.403 -0.757  -0.3491